[1]
A cluster of 3 separate species, C6H18N2O in total, computed with ωB97M-V with the def2-TZVPD basis set.

```
! wB97M-V def2-TZVPD RIJCOSX def2/J DEFGRID3
* xyz 0 1
C -2.130 -0.276 0.701
C -0.036 0.500 -1.628
C -1.883 1.043 1.350
C -0.538 -0.730 -2.386
N -0.878 1.685 -1.768
O -1.624 -1.320 0.999
H 0.507 -1.060 1.673
H -2.879 -0.228 -0.116
H 0.964 0.766 -1.979
H -0.795 2.057 -2.709
H -1.852 1.426 -1.646
H -1.254 0.931 2.228
H -2.833 1.499 1.622
H -1.394 1.700 0.634
H 0.064 -1.599 -2.115
H -0.464 -0.584 -3.457
H -1.581 -0.946 -2.126
C 1.922 0.370 1.996
C 2.102 -1.521 0.515
N 1.220 -0.564 1.146
H 0.045 0.258 -0.566
H 1.503 -2.228 -0.055
H 2.603 0.958 1.378
H 2.513 -0.113 2.792
H 1.206 1.048 2.459
H 2.724 -2.083 1.230
H 2.766 -0.990 -0.169
*
```

Results
* structure (SMILES): CC=O.CCN.CNC
* LUMO: 1.04 eV
* electronic energy: -11540.731 eV
* energy above the lowest of the compared OMol25 structures with the same formula, charge and spin: 22.5 kcal per mole
* Kohn-Sham gap: 9.5 eV



[2]
A cluster of 2 separate species, C4H10N3 in total at a distorted geometry, computed with ωB97M-V with the def2-TZVPD basis set.

```
! wB97M-V def2-TZVPD RIJCOSX def2/J DEFGRID3
* xyz 1 1
C -2.103 0.093 0.243
C 1.424 0.599 1.119
C 1.702 -0.467 -1.084
C 1.214 -0.555 0.146
N -0.892 0.604 -1.796
N -1.334 0.435 -0.574
N -2.506 -0.326 1.370
H 1.900 1.313 0.501
H 1.957 0.272 1.934
H 0.452 0.913 1.622
H 0.126 0.554 -1.762
H 1.864 -1.359 -1.715
H 2.310 0.472 -1.389
H 0.838 -1.494 0.669
H -1.267 0.263 -2.622
H -2.174 -1.287 1.700
H -3.511 -0.030 1.640
*
```

Results
* LUMO: -4.30 eV
* electronic energy: -8769.763 eV
* energy above the lowest of the compared OMol25 structures with the same formula, charge and spin: 111.5 kcal per mole
* Kohn-Sham gap: 9.3 eV



[3]
The ion C4H8NS with charge +1 at a distorted geometry, computed with ωB97M-V with the def2-TZVPD basis set.

```
! wB97M-V def2-TZVPD RIJCOSX def2/J DEFGRID3
* xyz 1 1
C 0.650 1.797 0.134
C 1.060 0.435 0.388
C 1.677 -0.332 -0.848
C -2.187 -1.003 0.416
N -0.305 1.007 0.181
S -2.222 0.718 0.014
H 0.970 2.802 -0.016
H 1.266 0.178 1.473
H 1.777 -1.363 -0.679
H 2.736 0.026 -0.812
H 1.095 -0.257 -1.756
H -2.968 -1.559 -0.208
H -2.389 -1.127 1.439
H -1.161 -1.322 0.274
*
```

Results
* structure (SMILES): CS[N+]1=C[C@@H]1C
* LUMO: -5.10 eV
* electronic energy: -16592.482 eV
* energy above the lowest of the compared OMol25 structures with the same formula, charge and spin: 67.4 kcal per mole
* Kohn-Sham gap: 9.1 eV